# 1
This record from the OMol25 dataset describes an isolated molecule of C4H5NO2. The level of theory is wB97M-V/def2-TZVPD.

Geometry (Å):
N 1.616323 1.581951 1.266082
C 0.912189 0.979601 0.405033
C -1.972666 -0.319333 -0.866696
C -1.029875 -0.925366 -0.164912
O 0.257468 -1.124361 -0.652226
C 1.266090 -0.403502 -0.098913
O 2.386117 -0.834078 -0.062301
H 0.035019 1.469265 -0.016058
H 2.398127 0.975752 1.537240
H -2.972384 -0.228974 -0.456310
H -1.769627 0.095376 -1.849262
H -1.190873 -1.360694 0.818778

Cartesian forces, eV/Å:
N -0.1 -0.3 -0.3
C 0.1 0.3 0.2
C 0.1 -0.1 0.1
C -0.4 0.1 0.0
O 0.1 0.0 0.0
C 0.6 -0.1 0.1
O -0.6 0.2 -0.1
H 0.1 -0.1 0.1
H 0.0 0.1 0.0
H 0.1 0.0 -0.1
H 0.0 -0.1 0.1
H 0.0 0.1 -0.1

Properties
calculated total energy: -360.60257 Eh
charge: 0
HOMO level: -10.2 eV
energy above the lowest of the compared OMol25 structures with the same formula, charge and spin: 42.0 kcal per mole
LUMO energy: -0.1 eV
gap between HOMO and LUMO: 0.371 hartree
largest force on an atom: 0.60 eV/A

---

# 2
This record from the OMol25 dataset describes a structure of composition C4H8NO3S at a distorted geometry. The level of theory is wB97M-V/def2-TZVPD.

Geometry (Å):
C 2.149914 -0.629130 -0.788687
C 2.192378 -0.831914 0.674925
C 0.817851 -0.890885 -0.080994
C -2.297918 1.506068 0.044693
N -0.066819 0.138926 -0.239881
O 0.660636 1.678762 0.009424
O -1.954745 -0.915900 1.198154
O -1.974147 -0.988774 -1.221011
S -1.878397 -0.245706 -0.018639
H 2.177409 0.376611 -1.175839
H 2.366100 -1.453800 -1.471717
H 2.494092 -1.694294 1.264763
H 2.367954 0.146369 1.220459
H 0.104131 -1.723311 -0.050752
H -3.130926 2.043275 -0.514700
H -2.656881 1.400889 1.098101
H -1.370626 2.082822 0.051695

Cartesian forces, eV/Å:
C 1.7 -1.7 0.4
C 1.2 2.9 -0.3
C -5.3 1.3 0.0
C -1.9 0.0 1.9
N 6.1 5.6 3.4
O -3.2 -6.3 -1.4
O -0.1 -0.2 2.0
O -0.8 0.2 -0.4
S 0.4 1.4 -3.6
H 0.1 0.1 0.1
H 0.1 0.2 0.2
H -0.4 -0.4 -0.8
H -0.8 -1.2 -0.6
H 1.6 -1.1 -0.2
H 1.1 -1.6 0.0
H 0.2 0.9 -0.5
H 0.0 -0.3 -0.2

Properties
calculated total energy: -835.27212 Eh
charge: +1
HOMO level (alpha / beta): -15.6 / -15.6 eV
energy above the lowest of the compared OMol25 structures with the same formula, charge and spin: 102.3 kcal per mole
LUMO energy (alpha / beta): -8.2 / -8.2 eV
gap between HOMO and LUMO (alpha / beta): 0.272 / 0.273 hartree
largest force on an atom: 8.96 eV/A

---

# 3
This record from the OMol25 dataset describes a structure of composition C33H53N2O2P2Zn at a distorted geometry. The level of theory is wB97M-V/def2-TZVPD.

Geometry (Å):
C -1.656464 -1.441580 -1.597410
C 0.631901 -1.837123 -1.400381
C -1.775254 -2.473693 -2.521520
C 0.518091 -3.028631 -2.128733
C -0.692506 -3.324316 -2.734788
H -2.715405 -2.560554 -3.056172
H 1.415456 -3.625199 -2.287809
H -0.804382 -4.180163 -3.402720
N -0.501903 -1.229809 -0.938201
P -2.839366 0.192236 0.320217
P 3.192800 -0.404288 -0.223116
C -2.803732 -0.453641 -1.405128
H -2.680022 0.391627 -2.101533
H -3.754001 -0.924698 -1.681753
C -0.239152 1.861580 1.744151
O 0.072893 2.602580 2.574458
C 1.864655 -1.008159 -1.529380
H 2.450749 -1.322556 -2.400803
C 4.551290 0.435091 -1.210446
C 3.628563 -1.042506 1.449663
C -3.503654 1.940328 0.141786
C -4.021777 -1.069867 1.113939
C 4.516107 1.939382 -0.876100
H 4.608265 2.135145 0.197357
H 5.348502 2.442758 -1.387259
H 3.589495 2.410196 -1.221553
C 5.927183 -0.161776 -0.872820
H 6.233829 0.000151 0.167070
H 5.956780 -1.236159 -1.094569
H 6.684905 0.318680 -1.508399
C 4.338789 0.273194 -2.737664
H 5.165364 0.767842 -3.265744
H 4.349034 -0.782638 -3.037395
H 3.409528 0.744548 -3.086433
C 4.254167 0.129273 2.223587
H 3.580694 0.994860 2.242362
H 4.437043 -0.183343 3.261712
H 5.214159 0.446597 1.799190
C 2.390774 -1.552319 2.206385
H 1.691008 -0.734535 2.406142
H 1.886313 -2.355602 1.651135
H 2.710101 -1.959437 3.179284
C 4.621445 -2.217251 1.315854
H 5.588427 -1.910473 0.902629
H 4.803509 -2.634040 2.316784
H 4.205407 -3.012806 0.681102
C -4.451473 -0.561110 2.497397
H -5.003888 -1.366309 3.007974
H -3.592471 -0.293710 3.129998
H -5.131469 0.299453 2.426162
C -3.239106 -2.387309 1.259382
H -2.954051 -2.804300 0.284695
H -2.332173 -2.261818 1.866293
H -3.886214 -3.122523 1.761262
C -5.273672 -1.357972 0.267771
H -5.944522 -1.989144 0.871439
H -5.829307 -0.453681 -0.003934
H -5.042883 -1.924065 -0.643190
C -2.528487 2.741982 -0.744850
H -2.471825 2.354241 -1.771051
H -2.887784 3.782760 -0.800325
H -1.515379 2.760560 -0.315791
C -3.546620 2.597361 1.534580
H -2.553060 2.600271 2.003594
H -3.873007 3.641801 1.410109
H -4.257290 2.099851 2.206305
C -4.901381 1.914371 -0.484988
H -4.922948 1.353190 -1.430269
H -5.653838 1.505375 0.203139
H -5.199040 2.950457 -0.708291
Zn -0.527406 0.062580 0.672353
N 1.982031 0.778851 -0.105717
C 1.553875 0.355598 -1.336267
C 0.981852 1.241710 -2.337631
C 0.850628 2.600592 -2.007496
C 0.683353 0.793363 -3.646704
C 0.595223 3.531523 -3.007593
H 1.005579 2.881755 -0.964037
C 0.446657 1.736437 -4.645718
H 0.662652 -0.276671 -3.869171
C 0.415852 3.103979 -4.330876
H 0.547307 4.590101 -2.745804
H 0.298408 1.394313 -5.672139
H 0.215697 3.832120 -5.116081
C -1.216410 -1.574078 5.067649
C -0.926648 -0.462940 4.077021
O -0.619347 -1.027097 2.755866
H -2.049568 -2.205002 4.735405
H -1.494025 -1.134627 6.029447
H -0.335122 -2.203883 5.235326
H -1.782108 0.204216 3.923636
H -0.076225 0.160376 4.383605
H -0.070013 -1.821814 2.890556

Cartesian forces, eV/Å:
C -0.8 -0.8 -1.3
C 1.7 -0.7 -0.5
C -1.0 1.7 0.9
C -0.4 -0.1 -0.5
C 1.2 -1.2 0.0
H 0.2 -0.1 0.0
H -0.2 0.1 -0.2
H 0.1 0.2 0.3
N -0.3 1.7 1.7
P -1.0 -0.4 -0.7
P -1.5 0.5 0.3
C 0.3 -0.1 -0.1
H 0.2 -0.3 0.3
H 0.3 0.1 0.1
C 1.8 2.6 3.0
O -1.1 -2.3 -2.8
C 0.6 -3.6 -0.5
H -0.4 0.1 0.0
C 0.6 0.1 0.0
C 0.8 -0.3 0.1
C -0.2 -0.4 0.3
C 0.0 0.4 0.1
C 0.0 0.2 0.0
H 0.0 0.0 -0.2
H -0.1 -0.2 0.1
H 0.1 -0.2 0.1
C 0.2 0.0 -0.2
H -0.1 0.0 -0.3
H 0.1 0.2 0.1
H -0.2 -0.1 0.1
C -0.2 -0.1 0.1
H -0.1 -0.1 0.3
H 0.0 0.2 0.0
H 0.3 -0.2 0.1
C 0.0 0.1 0.2
H 0.1 -0.1 0.0
H 0.0 0.1 -0.2
H -0.3 -0.1 0.1
C 0.0 0.2 -0.2
H 0.2 -0.1 -0.1
H 0.0 0.2 0.1
H 0.0 0.1 -0.3
C 0.1 0.0 0.1
H -0.3 -0.1 0.2
H 0.0 0.0 -0.2
H 0.1 0.1 0.2
C -0.2 -0.2 0.1
H 0.2 0.2 -0.1
H -0.3 0.0 -0.2
H 0.2 -0.3 0.0
C 0.2 0.0 0.1
H 0.0 0.1 0.2
H -0.3 0.0 -0.2
H 0.1 0.2 -0.1
C -0.2 0.0 0.1
H 0.2 0.1 -0.2
H 0.1 -0.3 0.1
H -0.1 0.1 0.3
C -0.1 -0.1 0.0
H 0.1 0.2 0.3
H 0.1 -0.3 0.0
H -0.2 0.0 -0.2
C -0.2 0.1 -0.2
H -0.3 0.1 0.0
H 0.1 -0.3 0.1
H 0.3 0.2 -0.2
C -0.1 0.5 -0.1
H 0.0 0.1 0.3
H 0.3 0.1 -0.2
H 0.0 -0.2 0.0
Zn 0.5 -1.0 -0.7
N -0.1 -0.3 1.3
C -1.4 3.9 -1.5
C 0.3 -0.8 0.7
C 0.0 0.3 -0.3
C 0.1 0.3 -0.1
C -0.2 -0.2 0.1
H 0.1 0.1 -0.4
C -0.1 -0.1 0.4
H 0.2 0.3 0.0
C -0.1 0.0 0.0
H 0.0 -0.3 -0.2
H -0.1 0.2 0.3
H 0.1 -0.2 0.2
C -0.2 0.2 0.1
C 0.3 -0.2 -0.5
O 0.1 0.1 0.3
H 0.2 0.2 0.0
H 0.1 -0.1 -0.1
H -0.1 0.1 -0.1
H 0.1 -0.2 0.0
H -0.1 -0.2 0.1
H -0.3 0.5 -0.1

Properties
calculated total energy: -4010.94475 Eh
charge: +1
HOMO level (alpha / beta): -7.7 / -7.2 eV
LUMO energy (alpha / beta): -3.1 / -3.0 eV
gap between HOMO and LUMO (alpha / beta): 0.170 / 0.156 hartree
largest force on an atom: 4.40 eV/A

---

# 4
This record from the OMol25 dataset describes a structure of composition C16H29N2Y at a distorted geometry. The level of theory is wB97M-V/def2-TZVPD.

Geometry (Å):
C 1.296424 1.997653 -1.613850
H 2.116646 2.303238 -0.980623
H 1.665795 1.884743 -2.632891
H 0.719430 -0.849130 1.669859
C 0.214816 3.075473 -1.592403
H -0.768168 2.684070 -1.955796
H -0.014375 3.356879 -0.550306
C 0.557026 4.336126 -2.385499
H -0.223038 5.092162 -2.414710
H 1.437204 4.801120 -1.965865
H 0.798501 4.081712 -3.409143
C -0.904733 -1.661230 -0.372153
C -1.546437 -0.903596 -1.395807
C -0.578381 -0.581956 -2.384158
C 0.659740 -1.215602 -2.035477
C 0.465941 -1.898893 -0.779987
C 1.547313 -2.446052 0.091058
C 1.929626 -1.131587 -2.802612
C -0.846138 0.126577 -3.665332
C -3.017732 -0.726920 -1.534465
C -1.594489 -2.327984 0.762715
Y 0.624457 0.325154 -0.177572
H 2.813247 -1.323802 -2.177639
H 1.894026 -1.919093 -3.568603
H 2.065210 -0.174680 -3.331590
H 2.554717 -2.152879 -0.247323
H 1.460306 -2.214895 1.182058
H 1.461491 -3.537516 0.033775
H -2.507147 -1.790959 1.051117
H -1.893843 -3.354195 0.490234
H -0.946155 -2.404601 1.644443
H -3.255209 0.120540 -2.183930
H -3.524430 -1.605693 -1.971043
H -3.485852 -0.544286 -0.563189
H -0.073570 0.873949 -3.883516
H -0.863226 -0.579539 -4.512774
H -1.817017 0.639481 -3.650520
C 0.773461 1.054508 5.360699
N 0.124238 -0.033177 4.579215
C -0.618673 -1.119540 5.291810
C 0.303777 -0.159712 3.335773
N 0.600646 0.116372 2.183553
H 0.627669 0.814471 6.417555
H 0.314030 2.027665 5.129731
H 1.851753 1.114064 5.143657
H -1.677385 -1.106938 4.988247
H -0.200660 -2.100927 5.015226
H -0.520840 -0.960577 6.368067

Cartesian forces, eV/Å:
C -0.9 -0.3 -0.5
H 0.9 0.4 0.4
H 0.1 -0.2 0.1
H 0.4 0.7 0.8
C -1.2 -0.2 0.3
H 0.6 0.0 -0.1
H 0.1 0.2 0.0
C 0.2 0.0 0.1
H -0.2 -0.1 0.2
H 0.3 0.2 0.1
H 0.0 -0.2 -0.3
C 0.7 -0.4 -0.5
C 0.8 -0.3 0.1
C 0.2 -0.4 0.3
C -0.5 -0.3 0.9
C -1.1 0.5 -1.0
C 0.2 -0.6 -0.1
C 0.3 -0.1 -0.6
C -0.1 0.2 -0.4
C -0.5 0.5 0.1
C -0.4 -0.3 0.3
Y -0.4 2.6 -1.9
H -0.1 0.1 -0.2
H 0.3 0.1 0.1
H -0.1 -0.4 0.3
H -0.3 -0.2 0.2
H 0.1 -0.2 -0.4
H 0.5 0.0 0.3
H 0.2 -0.1 0.0
H 0.1 0.3 0.2
H -0.1 -0.2 0.1
H 0.0 -0.1 0.2
H 0.5 0.2 0.2
H -0.1 0.0 -0.1
H -0.1 -0.2 0.0
H 0.0 0.2 0.3
H 0.3 -0.1 0.0
C 0.8 0.8 0.3
N -0.1 -1.1 -0.6
C -0.9 -0.7 -0.1
C 0.6 2.2 0.7
N -1.1 -2.5 0.6
H 0.1 0.1 -0.3
H 0.0 -0.5 0.0
H -0.4 -0.2 0.1
H 0.4 0.2 0.3
H 0.0 0.5 0.2
H 0.0 0.0 -0.3

Properties
calculated total energy: -774.17861 Eh
charge: +2
HOMO level (alpha / beta): -14.0 / -14.0 eV
energy above the lowest of the compared OMol25 structures with the same formula, charge and spin: 0.0 kcal per mole
LUMO energy (alpha / beta): -9.5 / -9.5 eV
gap between HOMO and LUMO (alpha / beta): 0.163 / 0.163 hartree
largest force on an atom: 3.23 eV/A